[1]
C34H22N5P2S2Se2Zr as an isolated structure. Source: OMol25; level of theory: the ωB97M-V functional and the def2-TZVPD basis.

The maximum force comes out at 0.4 eV/A. Its orbital gap is 5.644 eV. The calculation puts the energy above the lowest of the compared OMol25 structures with the same formula, charge and spin at 0.388 eV. The charge is +1.

XYZ file:
```
68
C34H22N5P2S2Se2Zr (the ωB97M-V functional and the def2-TZVPD basis)
Zr -0.07796 0.60465 0.96213
Se -3.36964 6.34151 0.78153
P -2.61895 5.62690 -1.03122
C -3.90202 5.32535 -2.28005
C -5.18891 4.99318 -1.85844
C -6.20142 4.80951 -2.78670
C -5.94543 4.97812 -4.14094
C -4.67668 5.34694 -4.56492
C -3.65784 5.52483 -3.63962
C -1.32584 6.59425 -1.83718
C -0.48679 6.02912 -2.79789
C 0.47756 6.80375 -3.41369
C 0.61162 8.14526 -3.07042
C -0.21518 8.70613 -2.11197
C -1.18444 7.93055 -1.48993
C -1.72226 4.05322 -0.73049
C -1.98415 2.69412 -0.70252
N -0.84779 2.12483 -0.23873
N 0.04433 3.07184 0.04774
N -0.45212 4.22758 -0.23147
P -3.28093 1.46674 -0.90219
Se -2.55685 -0.27067 0.26332
C -4.77567 2.09924 -0.17568
C -6.00980 1.66673 -0.65887
C -7.16963 2.09837 -0.03578
C -7.09463 2.95520 1.05475
C -5.86262 3.38274 1.53510
C -4.69802 2.95087 0.92686
C -3.53368 1.01020 -2.61301
C -4.08142 1.95454 -3.48447
C -4.27335 1.62380 -4.81325
C -3.93079 0.35811 -5.27429
C -3.39170 -0.58046 -4.40800
C -3.18755 -0.25759 -3.07518
H -5.40314 4.92340 -0.80083
H -7.19913 4.56002 -2.45057
H -6.74287 4.84988 -4.86155
H -4.48189 5.51946 -5.61537
H -2.68153 5.83580 -3.98198
H -0.57728 4.98168 -3.06360
H 1.13256 6.36579 -4.15468
H 1.36930 8.75134 -3.54889
H -0.10433 9.74643 -1.83825
H -1.82429 8.35401 -0.72553
H -6.06786 1.00677 -1.51568
H -8.13180 1.76779 -0.40289
H -8.00278 3.29666 1.53362
H -5.80996 4.06555 2.37181
H -3.74256 3.31178 1.28914
H -4.36799 2.93756 -3.13488
H -4.69591 2.35579 -5.48772
H -4.08790 0.10212 -6.31367
H -3.12886 -1.56607 -4.76658
H -2.76234 -0.99200 -2.40474
S 0.22631 -1.78041 0.69090
C 1.92001 -2.00455 1.15365
C 2.35596 -3.28398 1.48165
C 3.68979 -3.50984 1.79068
C 4.11269 -4.83886 2.12847
N 4.44821 -5.90567 2.38701
C 4.60197 -2.44655 1.76449
C 4.16739 -1.17054 1.43440
C 2.82894 -0.94351 1.13247
S 2.32309 0.70316 0.72263
C 5.98712 -2.66023 2.07109
N 7.09576 -2.81496 2.32491
H 1.65939 -4.11088 1.49890
H 4.87674 -0.35496 1.41254
```

***

[2]
C34H23BrN2O7PtS as an isolated structure. Source: OMol25; level of theory: the ωB97M-V functional and the def2-TZVPD basis.

The maximum force comes out at 0.8 eV/A. Its orbital gap (alpha / beta) is 6.656 / 6.656 eV. The calculation puts the energy above the lowest of the compared OMol25 structures with the same formula, charge and spin at 1.422 eV.

XYZ file:
```
69
C34H23BrN2O7PtS (the ωB97M-V functional and the def2-TZVPD basis)
Pt -1.37392 -0.76624 -0.17875
O -3.38545 -3.08084 -0.69005
C -2.26371 -3.39795 -1.04025
O -1.23096 -2.61643 -1.09591
C -1.94540 -4.83766 -1.37262
C -2.96677 -5.77672 -1.33588
C -2.67270 -7.09280 -1.63552
C -1.40187 -7.51659 -1.97021
C -0.41269 -6.55459 -1.99550
C -0.65363 -5.22461 -1.70319
N 0.95962 -6.97251 -2.35067
O 1.83131 -6.13137 -2.29695
O 1.13805 -8.14577 -2.60552
N -3.75714 -8.09659 -1.59980
O -3.46445 -9.24525 -1.86080
O -4.86303 -7.71320 -1.28405
H -3.96952 -5.47091 -1.07590
H -1.19362 -8.54878 -2.20273
H 0.14234 -4.49575 -1.73424
C -2.09410 0.80926 0.40177
C -2.55855 1.91438 0.74540
C -2.87186 3.14669 1.17688
C -2.42659 3.58550 2.50522
C -1.26077 3.05013 3.05930
C -0.84642 3.45065 4.31641
C -1.59596 4.37317 5.03619
C -2.75926 4.90352 4.49357
C -3.16918 4.52121 3.22804
C -3.61733 4.06024 0.30119
C -3.37783 5.43493 0.34669
C -4.03306 6.28227 -0.53106
C -4.94886 5.76942 -1.44020
C -5.20239 4.40373 -1.48082
C -4.53249 3.55052 -0.62282
H -0.68699 2.32596 2.49425
H 0.06019 3.03775 4.73837
H -1.27323 4.67933 6.02272
H -3.34921 5.61274 5.05844
H -4.07808 4.93119 2.80458
H -2.66530 5.83296 1.05860
H -3.83010 7.34455 -0.50450
H -5.46655 6.43494 -2.11834
H -5.92219 4.00502 -2.18287
H -4.71646 2.48406 -0.64920
Br -0.41433 -0.80263 1.99569
O 0.91642 -0.71346 -1.47261
S 2.03863 -0.20451 -0.61875
C 3.31173 0.35190 -1.74710
C 2.97552 0.72397 -3.03903
C 3.97744 1.15500 -3.89228
C 5.29518 1.20974 -3.45099
C 5.61927 0.82085 -2.16023
C 4.62227 0.37837 -1.30061
C 1.51664 1.41275 -0.02874
C 2.08909 1.92507 1.12509
C 1.63612 3.13771 1.62317
C 0.61311 3.81722 0.97301
C 0.04562 3.28999 -0.17921
C 0.49644 2.07861 -0.68523
H 1.94615 0.65034 -3.36587
H 3.73430 1.44236 -4.90668
H 6.07351 1.54647 -4.12308
H 6.64793 0.84485 -1.82609
H 4.86303 0.04808 -0.29714
H 2.86524 1.37264 1.64146
H 2.07213 3.54651 2.52533
H 0.25359 4.75800 1.37070
H -0.75738 3.81696 -0.68077
H 0.05452 1.63554 -1.56873
```

***

[3]
C34H23ClF5IrNO3SSi as an isolated structure. Source: OMol25; level of theory: the ωB97M-V functional and the def2-TZVPD basis.

The maximum force comes out at 2.5 eV/A. Its orbital gap (alpha / beta) is 7.543 / 6.084 eV. The calculation puts the energy above the lowest of the compared OMol25 structures with the same formula, charge and spin at 1.102 eV. Its multiplicity is 2.

XYZ file:
```
70
C34H23ClF5IrNO3SSi (the ωB97M-V functional and the def2-TZVPD basis)
Ir 0.57081 -1.70306 -0.30728
F -2.00406 -2.37312 -2.20919
C -1.33601 -3.46089 -1.82743
C -0.16368 -3.36360 -1.09215
C 0.45867 -4.54571 -0.73429
F 1.55560 -4.51415 0.02963
C -0.04488 -5.77640 -1.09769
F 0.56845 -6.89377 -0.72535
C -1.20904 -5.84232 -1.83941
F -1.70590 -7.02019 -2.18647
C -1.86312 -4.68032 -2.20472
F -2.99023 -4.74738 -2.90665
C 1.30344 4.08999 0.86600
C 0.07408 4.10150 0.21864
C -0.45349 2.92735 -0.30121
C 0.25611 1.72687 -0.20439
C 1.49147 1.72881 0.45640
C 2.00886 2.90256 0.99214
Si -0.42755 0.26716 -1.13047
C -2.27591 0.23020 -1.01959
C -2.92502 -0.37981 0.06362
C -4.31069 -0.40922 0.13653
C -5.06961 0.17738 -0.86840
C -4.44286 0.78999 -1.94438
C -3.05544 0.81200 -2.02477
C 0.10189 0.45484 -2.90172
C -0.45298 -0.32188 -3.93003
C 0.00221 -0.20321 -5.23646
C 1.02601 0.68618 -5.53766
C 1.58597 1.46467 -4.53458
C 1.13207 1.34694 -3.22760
H 1.70964 5.00673 1.27512
H -0.47684 5.02886 0.11872
H -1.42358 2.94606 -0.78909
H 2.06579 0.81671 0.55716
H 2.96191 2.88552 1.50735
H -2.34468 -0.84739 0.85253
H -4.79892 -0.89453 0.97326
H -6.15138 0.15384 -0.81312
H -5.03457 1.24673 -2.72860
H -2.57785 1.28291 -2.87666
H -1.25373 -1.01473 -3.71218
H -0.43832 -0.81016 -6.01864
H 1.38641 0.77287 -6.55626
H 2.38122 2.16265 -4.76861
H 1.57793 1.96348 -2.45446
C 3.49504 1.03866 4.89143
C 2.24161 1.65412 4.33177
C 2.10233 3.02380 4.18381
C 0.93588 3.56852 3.66505
Cl 0.79733 5.30088 3.50314
C -0.09918 2.75885 3.26389
C 0.02834 1.37847 3.39761
C 1.17641 0.83983 3.95097
O 1.35281 -0.50419 4.19017
C 0.35708 -1.35751 3.70233
C 0.38780 -1.48273 2.20426
O -0.58295 -2.01038 1.60545
O 1.38731 -1.07039 1.53942
H 4.26760 1.79340 5.02849
H 3.87065 0.25928 4.22766
H 3.29859 0.56389 5.85497
H 2.91146 3.68133 4.48018
H -1.00351 3.18664 2.85147
H -0.78072 0.74774 3.05033
H -0.64530 -1.05180 4.00329
H 0.54720 -2.34404 4.12322
S 2.59380 -1.35843 -1.24671
C 3.01036 -2.89171 -1.84570
N 3.36180 -3.89519 -2.29407
```

***

[4]
An isolated ion of composition C34H23N2O and charge -1. Source: OMol25; level of theory: the ωB97M-V functional and the def2-TZVPD basis.

The maximum force comes out at 2.6 eV/A. Its orbital gap is 5.474 eV. The calculation puts the energy above the lowest of the compared OMol25 structures with the same formula, charge and spin at 0.000 eV. The charge is -1.

XYZ file:
```
60
C34H23N2O (the ωB97M-V functional and the def2-TZVPD basis)
N -8.49966 -2.43807 -0.30084
C -7.36033 -2.20453 -0.44714
C -5.96106 -1.93489 -0.62926
C -5.53835 -0.68760 -1.10680
C -4.17568 -0.41955 -1.20415
C -3.22793 -1.39070 -0.85941
C -1.71814 -1.04848 -0.92639
C -1.00616 -2.24715 -1.39093
N -0.48359 -3.18767 -1.84851
C -1.13641 -0.51871 0.38043
C -1.97851 0.61963 0.95507
C -2.14484 1.80275 0.23706
C -2.99614 2.79556 0.72847
C -3.67976 2.57405 1.93010
C -3.51713 1.37873 2.64534
C -2.64652 0.40639 2.15595
C 0.35767 -0.17381 0.26910
C 1.27349 -1.23612 0.19040
C 2.64596 -1.05798 0.10166
C 3.55147 -2.17829 -0.18817
C 3.05220 -3.30985 -0.87502
C 3.87232 -4.39673 -1.16788
C 5.22200 -4.38441 -0.81227
C 5.74567 -3.26590 -0.14651
C 4.92209 -2.18058 0.15023
C 3.17303 0.30498 0.29168
O 4.39414 0.49290 0.48478
C 2.22496 1.43308 0.25435
C 2.72081 2.81768 0.15532
C 1.88474 3.82449 -0.38702
C 2.32742 5.14452 -0.51221
C 3.61357 5.50629 -0.09701
C 4.46336 4.52673 0.43033
C 4.02318 3.20816 0.54645
C 0.86928 1.13023 0.33688
C -3.65803 -2.66200 -0.47238
C -5.02332 -2.93728 -0.36484
H -6.27263 0.07030 -1.40629
H -3.82894 0.55323 -1.54324
H -1.61993 -0.25695 -1.69047
H -1.21861 -1.33982 1.11571
H -1.58016 1.94775 -0.68938
H -3.11029 3.72721 0.16392
H -4.36050 3.33540 2.30933
H -4.04722 1.19345 3.58525
H -2.48276 -0.53593 2.68692
H 0.88054 -2.24727 0.23345
H 2.01135 -3.30908 -1.20851
H 3.43902 -5.24888 -1.68796
H 5.86570 -5.22692 -1.05616
H 6.79848 -3.23235 0.13371
H 5.34487 -1.29950 0.63106
H 0.89488 3.54547 -0.75405
H 1.66242 5.88853 -0.94630
H 3.95984 6.53693 -0.18939
H 5.47741 4.77758 0.74374
H 4.71088 2.45032 0.91208
H 0.17610 1.94856 0.49313
H -2.92335 -3.44149 -0.26187
H -5.36290 -3.94242 -0.08152
```